Entry 1:
Computed, not measured: a structure of composition C33H22Br2F2N2OPPtS2Te, with the ωB97M-V functional and the def2-TZVPD basis.

Its total charge is -1. For the HOMO-LUMO gap, the calculation gives 6.847 eV. The calculation puts the LUMO energy at 2.385 eV.

Geometry (Å):
Pt: -0.09002 -0.38030 -0.08108
C: -3.71248 0.45009 -1.13746
C: -3.67026 0.37262 0.36118
C: -4.81298 0.62890 1.15581
C: -4.72911 0.50467 2.51265
C: -3.50245 0.14608 3.11848
C: -3.29984 -0.04772 4.50545
Br: -4.76213 0.06968 5.71849
C: -2.05785 -0.34259 4.98829
C: -0.96044 -0.45362 4.12610
Br: 0.73634 -0.82512 4.87594
C: -1.06108 -0.30692 2.74300
O: -0.03827 -0.40320 1.97247
C: -2.39910 -0.01330 2.25323
N: -2.52191 0.08317 0.91520
H: -4.72326 0.30409 -1.51817
H: -3.04737 -0.30289 -1.55987
H: -3.35401 1.42662 -1.47238
H: -5.74302 0.91505 0.68120
H: -5.59539 0.67506 3.13806
H: -1.90833 -0.50048 6.04737
F: -1.96230 -5.20533 1.51430
C: -1.49491 -4.41245 0.52128
C: -1.13515 -3.11533 0.81037
C: -0.65965 -2.29939 -0.21467
C: -0.56190 -2.82769 -1.52183
C: -0.95589 -4.14123 -1.74799
F: -0.91042 -4.66867 -2.99950
C: -1.42030 -4.96492 -0.74604
C: -0.09928 -1.88146 -2.54524
C: 0.23788 -2.17457 -3.86261
C: 0.62684 -1.15115 -4.71040
C: 0.64826 0.15235 -4.24566
C: 0.33926 0.38329 -2.91947
N: 0.00328 -0.60491 -2.08524
H: -1.22750 -2.75268 1.82575
H: -1.71470 -5.98416 -0.94462
H: 0.18997 -3.19328 -4.20863
H: 0.91054 -1.37672 -5.73075
H: 0.89761 0.99390 -4.87552
H: 0.35234 1.37974 -2.50435
Te: 1.42144 1.79572 0.22659
S: 0.76225 3.88503 -3.73358
P: 0.42148 4.60426 -1.93815
S: -0.30498 3.35852 -0.47880
C: 1.90589 5.43898 -1.28249
C: 2.80599 6.02781 -2.16465
C: 3.92519 6.68628 -1.68204
C: 4.15853 6.75250 -0.31515
C: 3.26986 6.15714 0.56748
C: 2.14523 5.50287 0.08716
C: -0.82351 5.94205 -1.99967
C: -1.76427 6.14613 -0.99480
C: -2.69247 7.17198 -1.10603
C: -2.68395 8.00290 -2.21520
C: -1.74613 7.80343 -3.21954
C: -0.82526 6.77461 -3.11606
H: 2.62919 5.94704 -3.22980
H: 4.62254 7.14012 -2.37471
H: 5.03687 7.26206 0.06109
H: 3.45382 6.19382 1.63351
H: 1.45510 5.02827 0.77329
H: -1.77415 5.49814 -0.12918
H: -3.42572 7.31671 -0.32291
H: -3.41011 8.80150 -2.30141
H: -1.73917 8.44478 -4.09176
H: -0.11089 6.59497 -3.90948

Entry 2:
Computed, not measured: the molecule C6H12F3P, with the ωB97M-V functional and the def2-TZVPD basis.

As for the SMILES: CCCPCCC(F)(F)F. For the HOMO-LUMO gap, the calculation gives 10.104 eV. The calculation puts the LUMO energy at 0.997 eV.

Geometry (Å):
C: 0.61189 1.75744 1.21925
C: -0.89143 1.64828 0.90012
C: -1.24728 1.77212 -0.59291
P: -1.39537 0.14909 -1.49278
C: 0.19222 -0.72986 -1.07634
C: -0.07762 -1.93652 -0.17768
C: 1.18761 -2.58616 0.30665
F: 1.92406 -1.74497 1.06146
F: 1.97290 -2.98647 -0.71080
F: 0.93866 -3.67041 1.05974
H: 1.18983 2.01463 0.32923
H: 0.79881 2.52935 1.96561
H: 1.02073 0.82594 1.61426
H: -1.28846 0.70927 1.29972
H: -1.42360 2.43643 1.43499
H: -0.54383 2.43922 -1.09371
H: -2.23382 2.23291 -0.68516
H: -0.98754 0.60467 -2.76623
H: 0.66088 -1.05820 -2.00455
H: 0.90208 -0.06274 -0.59012
H: -0.65811 -2.69463 -0.70619
H: -0.65260 -1.64938 0.70543

Entry 3:
Computed, not measured: a structure of composition C19H36CuF6GeNO7S2Si at a distorted geometry, with the ωB97M-V functional and the def2-TZVPD basis.

Its total charge is -1. For the HOMO-LUMO gap (alpha / beta), the calculation gives 7.828 / 6.951 eV. Its expectation value of S² is 0.756. The calculation puts the LUMO energy (alpha / beta) at 2.676 / 1.791 eV. The multiplicity is 2.

Geometry (Å):
Cu: -0.37422 0.51624 0.29034
C: 0.49979 4.69067 1.24387
C: -0.44794 3.69852 0.56478
C: -1.52065 3.23339 1.56825
C: -1.10864 4.33383 -0.65643
O: 0.31391 2.60622 0.08301
Ge: 1.92820 1.49638 0.78188
O: 2.09930 0.48933 -0.70630
C: 2.87603 0.72469 -1.86660
C: 1.92262 0.90207 -3.04656
C: 3.75513 1.97088 -1.73602
C: 3.74260 -0.51569 -2.06945
O: 0.73439 0.42468 1.73475
C: 0.72539 -0.26020 2.99358
C: 1.63027 0.50903 3.95523
C: -0.69820 -0.28064 3.53116
C: 1.25596 -1.68005 2.82082
H: -0.01170 5.62392 1.49097
H: 1.33595 4.90664 0.57591
H: 0.90753 4.25211 2.15776
H: -1.58510 3.87838 2.44649
H: -1.26910 2.22843 1.91286
H: -2.49808 3.17411 1.09833
H: -1.77498 5.14992 -0.36393
H: -1.68793 3.57902 -1.18818
H: -0.34211 4.71828 -1.33226
H: 1.22685 1.71273 -2.82749
H: 1.33667 -0.00662 -3.19143
H: 2.47224 1.13322 -3.96273
H: 3.12888 2.84599 -1.54451
H: 4.32338 2.13448 -2.65356
H: 4.44850 1.86660 -0.89882
H: 3.10020 -1.39641 -2.10907
H: 4.42735 -0.63119 -1.22649
H: 4.32200 -0.44331 -2.99341
H: 1.31168 1.55101 4.02087
H: 2.66257 0.49779 3.60313
H: 1.58343 0.05596 4.94667
H: -1.01824 0.71897 3.83106
H: -0.74309 -0.94060 4.39966
H: -1.39099 -0.65860 2.77885
H: 2.17753 -1.66219 2.23725
H: 0.53869 -2.30304 2.28933
H: 1.46420 -2.11098 3.80295
F: -2.73686 -2.27801 -1.47639
C: -2.48492 -1.16194 -2.12932
F: -1.44243 -1.34392 -2.93284
F: -3.51943 -0.85404 -2.91101
S: -2.11102 0.31208 -0.98657
O: -0.91678 0.86671 -1.62873
O: -2.17460 -0.20084 0.40444
N: -3.31532 1.30012 -1.23271
S: -4.80350 0.88383 -0.84878
O: -5.72765 1.48887 -1.75516
O: -4.96134 -0.50081 -0.50388
C: -5.13746 1.76514 0.73930
F: -4.29523 1.41299 1.70815
F: -6.37831 1.45994 1.13202
F: -5.06876 3.09084 0.58053
C: -0.80545 -5.01488 -2.06236
Si: 0.57710 -4.35882 -0.98537
C: 0.56823 -5.24833 0.66902
C: 2.23743 -4.62731 -1.81829
C: 0.36451 -2.59125 -0.64387
C: 0.20162 -1.42348 -0.33043
H: -0.69975 -6.08597 -2.25136
H: -0.82375 -4.49588 -3.02302
H: -1.77019 -4.84345 -1.58097
H: 0.67562 -6.33075 0.55768
H: -0.36955 -5.05308 1.19350
H: 1.38518 -4.88655 1.29702
H: 2.47288 -5.68803 -1.93897
H: 3.02769 -4.16621 -1.22230
H: 2.25177 -4.16096 -2.80586